The following is a DFT calculation (ωB97M-V with the def2-TZVPD basis set) of a 2-piece molecular cluster, C3H8N2 overall in a non-equilibrium geometry.

```
13
C3H8N2 | the Open Molecules 2025 dataset | ωB97M-V with the def2-TZVPD basis set
N 1.63133 0.26208 0.14665
N 0.75865 -0.62355 0.09198
C 2.48486 0.76945 -0.65082
C -1.91540 0.20531 2.12819
C -0.05592 -0.80376 -1.07348
H -1.22989 0.87405 1.65763
H 0.10531 -0.01572 -1.81897
H -1.74171 -0.10706 3.13399
H 3.07303 1.60105 -0.30517
H -1.10336 -0.81397 -0.76850
H 0.17413 -1.77834 -1.51153
H 2.73090 0.32777 -1.61128
H -2.71236 -0.23090 1.56719
```

The LUMO energy (spin up / spin down) comes out at 0.387 / -0.151 eV. For the orbital gap (spin up / spin down), the calculation gives 8.5 / 8.5 eV. For the relative energy (zero: lowest compared OMol25 entry of this formula, charge and spin), the calculation gives 597.1 kJ/mol. The net charge is 0. Its HOMO energy (spin up / spin down) is -8.0839 / -8.6400 eV.